{
  "formula": "C34H30BrCaCl3N5OS",
  "method": "ωB97M-V/def2-TZVPD",
  "gap_ha": 0.174,
  "charge": 1,
  "spin_multiplicity": 1,
  "homo_ev": -8.76,
  "elements": ["Ca", "Br", "C", "C", "C", "C", "C", "C", "N", "C", "C", "C", "C", "C", "C", "N", "H", "H", "H", "H", "H", "H", "H", "H", "H", "Cl", "C", "C", "C", "C", "C", "C", "N", "C", "C", "N", "C", "O", "C", "C", "C", "Cl", "S", "C", "C", "C", "Cl", "C", "H", "H", "H", "H", "H", "H", "H", "H", "H", "H", "H", "H", "H", "C", "C", "C", "C", "C", "C", "N", "H", "H", "H", "H", "H", "H", "H", "H"],
  "xyz": [[-1.91300, 0.21627, -1.88975], [-2.51629, -4.66332, 3.70230], [-2.28362, -3.08894, 2.70291], [-2.31126, -1.85864, 3.34771], [-2.13945, -0.69535, 2.61727], [-1.92542, -0.76774, 1.24399], [-1.93035, -2.00289, 0.60368], [-2.10529, -3.16965, 1.32982], [-1.72462, 0.36774, 0.41643], [-1.44000, 1.52002, 0.86418], [-1.29198, 2.68000, -0.04876], [-1.03780, 3.92488, 0.49410], [-0.94703, 5.02060, -0.35746], [-1.12011, 4.82331, -1.71222], [-1.36878, 3.53626, -2.17268], [-1.44779, 2.47761, -1.37172], [-2.47942, -1.81280, 4.41467], [-2.18476, 0.25765, 3.12761], [-1.82137, -2.08188, -0.47759], [-2.11456, -4.13004, 0.83444], [-1.30644, 1.72905, 1.92355], [-0.92466, 4.03569, 1.56455], [-0.75281, 6.00804, 0.03868], [-1.07105, 5.64338, -2.41392], [-1.51827, 3.35512, -3.23092], [0.52491, 1.25813, 4.44285], [1.48549, 0.88273, 3.04401], [1.50063, -0.40991, 2.55129], [2.26378, -0.67971, 1.42833], [3.03289, 0.29364, 0.79758], [3.97109, -0.02408, -0.35689], [3.52927, -1.21652, -1.21499], [2.32327, -0.86969, -1.96360], [2.22975, 0.06299, -2.97038], [0.91239, 0.13226, -3.29858], [0.18858, -0.73209, -2.49612], [1.07823, -1.30264, -1.70890], [5.32027, -0.13172, 0.04924], [5.70043, -1.33401, 0.71369], [5.08198, -1.48767, 2.06883], [4.33887, -2.54949, 2.48368], [3.87413, -3.91635, 1.54296], [3.77555, -2.39612, 4.09267], [4.53873, -0.86823, 4.24230], [5.20241, -0.51810, 3.11200], [2.97209, 1.58568, 1.31942], [3.88152, 2.87549, 0.59722], [2.20556, 1.89470, 2.43268], [0.94024, -1.19214, 3.04354], [2.29923, -1.70259, 1.07678], [3.97671, 0.84210, -1.02059], [3.32440, -2.12218, -0.64610], [4.32548, -1.45114, -1.92193], [3.09748, 0.55658, -3.37214], [0.45412, 0.71586, -4.08088], [0.86499, -2.04125, -0.95192], [6.78400, -1.25875, 0.80373], [5.48678, -2.21003, 0.09522], [4.47843, -0.32434, 5.17129], [5.75934, 0.40222, 3.00299], [2.19225, 2.90108, 2.82624], [-5.04759, 1.70917, -1.17167], [-5.13748, 0.51755, -2.07257], [-6.24889, -0.09826, -2.58319], [-5.78197, -1.17829, -3.39007], [-4.41517, -1.15413, -3.31861], [-3.41363, -2.07632, -3.94114], [-3.99194, -0.11613, -2.51156], [-6.04420, 2.05635, -0.90021], [-4.53491, 2.55539, -1.64384], [-4.52779, 1.48752, -0.23010], [-7.27458, 0.18855, -2.40938], [-6.38161, -1.87906, -3.95028], [-3.88973, -2.72462, -4.67584], [-2.92910, -2.73887, -3.21181], [-2.62058, -1.53788, -4.47614]],
  "forces_ev_per_angstrom": [[-0.3, -0.5, -0.9], [0.0, 0.0, 0.0], [0.0, 0.0, 0.0], [0.0, 0.0, 0.0], [0.0, -0.1, 0.0], [0.1, 0.2, 0.0], [-0.1, -0.1, 0.0], [0.0, 0.0, 0.0], [0.0, -0.1, 0.5], [0.1, 0.2, -0.1], [0.0, -0.2, 0.2], [0.0, 0.1, -0.1], [0.0, 0.0, 0.1], [0.0, 0.0, -0.1], [0.0, 0.0, 0.0], [0.1, 0.6, 0.3], [0.0, 0.0, 0.0], [0.0, 0.0, 0.0], [0.0, 0.0, 0.1], [0.0, 0.0, 0.0], [0.0, 0.0, 0.1], [0.0, 0.0, 0.0], [0.0, 0.0, 0.0], [0.0, 0.0, 0.0], [0.0, 0.0, 0.0], [0.0, 0.0, 0.0], [-0.1, 0.1, 0.0], [-0.1, 0.0, -0.1], [-0.1, 0.0, 0.0], [-0.1, 0.1, 0.0], [-0.1, 0.0, 0.0], [0.0, 0.1, -0.2], [0.0, 0.1, 0.1], [0.1, -0.1, 0.0], [0.1, -0.1, 0.0], [0.3, 0.1, -0.1], [0.0, -0.1, 0.0], [0.0, 0.0, 0.0], [0.0, 0.0, 0.0], [0.1, -0.1, 0.1], [0.1, -0.1, 0.0], [0.0, 0.0, 0.0], [0.0, -0.1, 0.1], [0.0, 0.0, 0.0], [0.0, 0.0, 0.0], [0.0, 0.0, -0.1], [0.0, 0.0, 0.0], [0.0, -0.1, 0.0], [0.0, 0.0, 0.0], [-0.1, 0.0, 0.0], [0.0, 0.0, 0.0], [0.0, 0.0, 0.0], [0.0, 0.0, 0.0], [0.0, 0.0, 0.0], [0.0, 0.0, 0.0], [0.0, 0.0, 0.0], [0.0, 0.0, 0.0], [0.0, 0.0, 0.0], [0.0, 0.0, 0.0], [0.0, 0.0, 0.0], [0.0, 0.0, 0.0], [-0.1, 0.1, 0.1], [0.2, 0.0, 0.1], [0.0, -0.1, -0.1], [-0.1, 0.1, 0.0], [0.2, 0.0, 0.0], [0.0, -0.1, -0.1], [-0.5, -0.1, -0.1], [0.0, 0.0, 0.0], [0.0, 0.0, 0.0], [0.0, 0.0, 0.0], [0.0, 0.0, 0.0], [0.0, 0.0, 0.0], [0.0, 0.0, 0.0], [0.0, 0.0, 0.0], [0.0, 0.0, 0.0]],
  "nbo_charge": [1.78, 0.12, -0.08, -0.21, -0.23, 0.16, -0.21, -0.21, -0.55, 0.15, 0.13, -0.20, -0.13, -0.22, 0.07, -0.55, 0.24, 0.23, 0.20, 0.24, 0.19, 0.24, 0.24, 0.25, 0.21, 0.02, -0.02, -0.25, -0.19, -0.02, 0.06, -0.25, -0.32, -0.07, -0.11, -0.62, 0.21, -0.51, -0.09, -0.14, -0.26, 0.04, 0.49, -0.40, -0.23, -0.02, 0.03, -0.27, 0.24, 0.22, 0.22, 0.23, 0.24, 0.24, 0.22, 0.22, 0.22, 0.18, 0.25, 0.24, 0.25, -0.64, 0.09, -0.31, -0.32, 0.09, -0.64, -0.82, 0.24, 0.19, 0.18, 0.21, 0.21, 0.24, 0.19, 0.19]
}



{
  "formula": "C34H30F5IrN2OSSi",
  "method": "ωB97M-V/def2-TZVPD",
  "gap_ha": 0.277,
  "spin_multiplicity": 1,
  "homo_ev": -7.67,
  "e_above_lowest_kj_mol": 0.0,
  "elements": ["Ir", "S", "C", "C", "C", "C", "C", "C", "C", "C", "C", "N", "H", "H", "H", "H", "H", "H", "C", "Si", "C", "N", "C", "C", "C", "C", "C", "C", "C", "C", "C", "C", "C", "C", "C", "C", "C", "C", "C", "H", "H", "H", "H", "H", "H", "H", "H", "H", "H", "H", "H", "H", "H", "H", "H", "H", "H", "H", "H", "H", "H", "H", "H", "F", "C", "C", "F", "C", "F", "C", "O", "C", "F", "C", "F"],
  "xyz": [[0.80440, -0.45337, 1.10827], [0.70084, -3.87396, 4.07721], [-0.62472, -2.88307, 4.49529], [-0.73714, -1.78291, 3.69668], [0.28365, -1.70401, 2.69033], [1.11566, -2.78660, 2.80455], [2.22442, -2.91730, 1.86930], [3.18351, -3.92703, 1.89034], [4.20720, -3.91045, 0.96491], [4.27378, -2.88249, 0.03569], [3.28941, -1.91547, 0.05736], [2.27766, -1.93559, 0.93354], [-1.25666, -3.16520, 5.32406], [-1.51216, -1.03791, 3.82878], [3.11899, -4.70604, 2.63777], [4.95510, -4.69322, 0.97279], [5.06547, -2.81836, -0.69657], [3.29170, -1.08916, -0.63409], [1.54920, 0.92601, -0.38942], [0.19333, 1.04591, -1.61306], [-0.41968, -0.74639, -1.59640], [-0.51562, -1.33258, -0.20912], [-0.27331, -2.81263, -0.29727], [-1.33219, -3.57850, -1.07565], [-2.70427, -3.37094, -0.45278], [-3.00390, -1.88216, -0.43170], [-1.92152, -1.09960, 0.30259], [-1.16931, 2.25583, -1.20381], [-2.43792, 2.11089, -1.77035], [-3.45391, 3.02082, -1.50961], [-3.20824, 4.11011, -0.68434], [-1.94967, 4.28354, -0.12588], [-0.94541, 3.36041, -0.38119], [0.68333, 1.36680, -3.40522], [0.27758, 2.51162, -4.09470], [0.70615, 2.76584, -5.39209], [1.54914, 1.87160, -6.03427], [1.96834, 0.72546, -5.37120], [1.53940, 0.48424, -4.07438], [1.85439, 1.88479, 0.04725], [2.41857, 0.56980, -0.95477], [0.29606, -1.34757, -2.16304], [-1.37803, -0.86740, -2.10214], [-0.23096, -3.19103, 0.72393], [0.70696, -2.93545, -0.75391], [-1.04837, -4.63292, -1.07365], [-1.34683, -3.25710, -2.12151], [-2.69965, -3.75767, 0.57238], [-3.47197, -3.92111, -0.99902], [-3.94822, -1.66908, 0.07330], [-3.12066, -1.52589, -1.45819], [-1.91333, -1.38419, 1.35470], [-2.10327, -0.02867, 0.25455], [-2.64542, 1.27268, -2.43018], [-4.43294, 2.88484, -1.95243], [-3.99720, 4.82210, -0.47654], [-1.75542, 5.12976, 0.52176], [0.02907, 3.50266, 0.07330], [-0.38760, 3.21905, -3.61227], [0.37710, 3.66242, -5.90260], [1.88006, 2.06583, -7.04677], [2.62875, 0.02356, -5.86534], [1.89417, -0.41283, -3.57419], [1.03485, 4.52018, 5.42182], [0.64271, 3.63004, 4.50283], [-0.66323, 3.62624, 4.03823], [-1.53154, 4.51927, 4.52124], [-1.08123, 2.70860, 3.09511], [-2.35719, 2.72700, 2.69775], [-0.20604, 1.75516, 2.55667], [-0.61947, 0.90539, 1.64203], [1.08903, 1.78296, 3.06650], [1.98360, 0.84744, 2.61193], [1.52568, 2.68977, 4.01251], [2.78496, 2.64722, 4.45236]],
  "forces_ev_per_angstrom": [[0.4, 0.1, 0.5], [0.1, -0.1, 0.0], [-0.2, 0.1, 0.1], [0.2, 0.1, -0.1], [-0.4, -0.1, 0.0], [0.6, -0.1, -0.3], [-0.3, 0.0, 0.4], [0.1, 0.0, -0.1], [0.0, -0.2, 0.1], [-0.1, 0.1, -0.1], [0.0, -0.2, 0.1], [0.0, 0.3, -0.1], [0.0, 0.0, 0.0], [0.0, 0.0, 0.0], [0.0, 0.0, 0.0], [0.0, 0.0, 0.0], [0.0, 0.0, 0.0], [0.0, 0.0, 0.0], [0.0, 0.1, -0.1], [0.2, 0.1, 0.2], [-0.2, 0.0, 0.0], [-0.4, -0.3, -0.3], [0.0, 0.0, 0.0], [0.0, 0.1, -0.1], [0.0, -0.1, 0.1], [0.0, 0.1, 0.0], [0.1, 0.0, 0.1], [-0.1, 0.0, 0.0], [-0.1, 0.0, 0.0], [0.0, 0.0, 0.0], [0.0, 0.0, 0.0], [0.0, 0.0, 0.0], [0.0, 0.0, 0.0], [0.1, 0.0, -0.1], [0.0, 0.0, 0.0], [0.0, 0.0, 0.0], [0.0, 0.0, 0.0], [0.0, 0.0, 0.0], [0.0, 0.0, 0.0], [-0.1, 0.0, 0.0], [0.1, 0.0, 0.1], [0.1, 0.1, 0.0], [0.1, -0.1, 0.0], [0.0, 0.0, 0.0], [0.0, -0.1, 0.0], [0.0, 0.0, 0.0], [0.0, 0.0, 0.0], [0.0, 0.0, 0.0], [0.0, 0.0, 0.0], [0.0, 0.0, 0.0], [-0.1, 0.0, 0.0], [0.0, 0.0, 0.0], [0.0, 0.0, 0.0], [0.0, 0.0, 0.0], [0.0, 0.0, 0.0], [0.0, 0.0, 0.0], [0.0, 0.0, 0.0], [0.0, 0.0, 0.0], [0.0, 0.0, 0.0], [0.0, 0.0, 0.0], [0.0, 0.0, 0.0], [0.0, 0.0, 0.0], [0.0, 0.0, 0.0], [0.0, 0.0, 0.0], [0.1, 0.0, 0.0], [-0.2, 0.0, 0.0], [0.0, 0.0, 0.0], [0.0, 0.2, 0.1], [0.0, 0.0, 0.0], [-0.3, -0.3, -0.4], [0.1, 0.5, 0.3], [0.0, 0.2, 0.1], [0.0, -0.3, -0.3], [0.0, 0.0, 0.0], [0.0, 0.0, 0.0]],
  "lowdin_charge": [1.35, 1.02, -0.42, -0.19, -0.31, -0.56, -0.27, -0.01, -0.05, -0.05, -0.10, -0.06, 0.06, 0.10, 0.11, 0.11, 0.11, 0.09, -0.35, 0.60, -0.19, -0.28, -0.18, -0.17, -0.19, -0.17, -0.16, -0.26, -0.10, -0.08, -0.08, -0.08, -0.09, -0.23, -0.09, -0.09, -0.10, -0.09, -0.11, 0.00, -0.02, 0.09, 0.08, 0.11, 0.11, 0.12, 0.11, 0.12, 0.11, 0.12, 0.10, 0.11, 0.11, 0.10, 0.10, 0.10, 0.11, 0.10, 0.10, 0.10, 0.10, 0.10, 0.09, 0.11, -0.15, -0.14, 0.12, -0.14, 0.12, -0.28, -0.21, -0.12, 0.01, -0.15, 0.13]
}



{
  "formula": "C34H31AsN3OPPtS",
  "method": "ωB97M-V/def2-TZVPD",
  "gap_ha": [0.271, 0.188],
  "charge": 2,
  "spin_multiplicity": 5,
  "homo_ev": [-12.42, -13.17],
  "e_above_lowest_kj_mol": 0.0,
  "elements": ["Pt", "N", "C", "S", "N", "N", "C", "C", "C", "C", "C", "C", "C", "O", "H", "H", "H", "H", "H", "H", "H", "C", "C", "As", "C", "C", "C", "C", "C", "C", "C", "C", "C", "C", "C", "C", "P", "C", "C", "C", "C", "C", "C", "C", "C", "C", "C", "C", "C", "H", "H", "H", "H", "H", "H", "H", "H", "H", "H", "H", "H", "H", "H", "H", "H", "H", "H", "H", "H", "H", "H", "H", "H"],
  "xyz": [[1.09980, 0.60319, -3.14987], [5.47779, 0.63254, -3.23517], [4.16045, 0.79059, -3.33179], [3.15470, -0.59651, -3.36123], [3.76527, 2.08110, -3.42933], [2.46231, 2.19226, -3.61112], [2.02715, 3.42145, -3.88406], [0.74337, 3.68810, -4.36173], [0.34206, 5.05268, -4.49491], [-0.84237, 5.37794, -5.05783], [-1.70435, 4.34802, -5.55566], [-1.36469, 3.03746, -5.47755], [-0.13265, 2.64525, -4.87979], [0.18722, 1.40422, -4.88736], [5.88658, -0.28450, -3.17258], [6.07634, 1.43935, -3.32353], [2.74902, 4.22694, -3.79726], [1.00810, 5.82703, -4.13585], [-1.13696, 6.41378, -5.14831], [-2.64405, 4.62766, -6.01444], [-1.99567, 2.25368, -5.87294], [-0.29620, 0.88006, 0.04059], [-1.12907, 0.29199, 1.19041], [-0.25275, -0.16696, 2.87193], [-0.56641, -1.93561, 3.40509], [-1.18443, -2.17529, 4.63728], [-1.45460, -3.48352, 5.00105], [-1.08320, -4.53104, 4.16533], [-0.42768, -4.28557, 2.96076], [-0.15515, -2.98701, 2.57601], [-0.93478, 1.00024, 4.20762], [-0.06720, 1.61650, 5.10297], [-0.59354, 2.43897, 6.08979], [-1.96450, 2.63438, 6.17439], [-2.82512, 2.01176, 5.27609], [-2.31626, 1.19217, 4.28085], [0.36364, -0.32120, -1.17217], [-1.11356, -1.29743, -1.56199], [-1.32345, -2.62536, -1.19967], [-2.51881, -3.25452, -1.52482], [-3.50786, -2.56625, -2.21058], [-3.30376, -1.24285, -2.58202], [-2.11178, -0.61352, -2.26596], [1.55320, -1.34150, -0.27788], [1.91712, -2.59354, -0.77684], [2.85893, -3.36495, -0.11190], [3.46979, -2.88487, 1.04058], [3.16768, -1.61377, 1.50359], [2.22172, -0.84095, 0.83893], [0.51203, 1.52741, 0.38487], [-0.94887, 1.52665, -0.54917], [-1.68660, -0.59592, 0.88840], [-1.83680, 1.04538, 1.54226], [-1.46226, -1.35896, 5.29138], [-1.95096, -3.68729, 5.93985], [-1.29248, -5.54986, 4.46305], [-0.11847, -5.11141, 2.33401], [0.38777, -2.78948, 1.66193], [1.00262, 1.46301, 5.04271], [0.06975, 2.92559, 6.79167], [-2.36936, 3.27514, 6.94596], [-3.89349, 2.16180, 5.35266], [-2.99499, 0.70176, 3.59260], [-0.56861, -3.17975, -0.66377], [-2.67332, -4.28749, -1.24301], [-4.43519, -3.06203, -2.46414], [-4.06882, -0.70639, -3.12681], [-1.95549, 0.41306, -2.58382], [1.47618, -2.96913, -1.69185], [3.12542, -4.33897, -0.50044], [4.20500, -3.48871, 1.55555], [3.67700, -1.21523, 2.37126], [2.05852, 0.17821, 1.16774]],
  "forces_ev_per_angstrom": [[-0.5, 0.0, -0.4], [0.0, -0.1, 0.0], [0.4, 0.1, 0.1], [0.2, -0.1, 0.1], [-0.5, -0.6, -0.1], [0.3, 0.7, 0.2], [-0.2, -0.3, -0.1], [0.0, 0.1, 0.0], [0.1, -0.1, 0.0], [-0.3, 0.0, -0.1], [0.1, 0.2, 0.1], [0.1, -0.1, 0.0], [0.1, 0.0, -0.1], [0.0, 0.0, 0.2], [0.0, 0.0, 0.0], [0.0, 0.0, 0.0], [0.0, 0.0, 0.0], [0.0, 0.0, 0.0], [0.0, 0.0, 0.0], [0.0, 0.0, 0.0], [0.0, 0.0, 0.0], [0.0, 0.0, 0.2], [0.0, 0.0, -0.1], [0.2, 0.2, 0.0], [0.0, -0.2, 0.0], [0.1, -0.1, 0.0], [0.0, 0.0, 0.0], [0.0, 0.0, 0.0], [0.0, 0.0, 0.0], [-0.1, 0.0, 0.2], [-0.1, 0.1, 0.0], [-0.1, 0.0, 0.1], [0.0, 0.0, 0.0], [0.0, 0.0, 0.0], [0.0, 0.0, 0.0], [0.1, 0.1, 0.1], [0.3, 0.0, 0.0], [0.0, 0.0, -0.1], [-0.1, 0.0, 0.1], [0.0, 0.0, 0.0], [0.0, 0.0, 0.0], [0.0, 0.0, 0.0], [0.0, -0.1, 0.0], [0.0, -0.1, 0.0], [0.0, -0.1, 0.1], [0.0, 0.0, 0.0], [0.0, 0.0, 0.0], [0.0, 0.1, 0.0], [0.1, 0.0, 0.0], [0.0, 0.0, 0.0], [0.0, 0.0, 0.0], [0.0, 0.0, -0.1], [-0.1, 0.0, -0.1], [0.0, 0.0, 0.0], [0.0, 0.0, 0.0], [0.0, 0.0, 0.0], [0.0, 0.0, 0.0], [0.0, 0.0, -0.1], [0.0, 0.0, 0.0], [0.0, 0.0, 0.0], [0.0, 0.0, 0.0], [0.0, 0.0, 0.0], [0.0, 0.0, 0.0], [0.1, 0.0, 0.1], [0.0, 0.0, 0.0], [0.0, 0.0, 0.0], [0.0, 0.0, 0.0], [0.0, 0.0, 0.0], [0.0, 0.0, 0.0], [0.0, 0.0, 0.0], [0.0, 0.0, 0.0], [0.0, 0.0, 0.0], [0.0, 0.0, 0.0]],
  "mulliken_spin": [1.20, 0.08, -0.03, 0.41, 0.30, 0.27, -0.08, 0.15, -0.06, 0.10, 0.02, 0.00, 0.16, 0.23, 0.00, -0.01, 0.00, 0.00, 0.00, 0.00, 0.00, -0.09, 0.12, 0.64, 0.04, 0.06, -0.02, 0.07, -0.03, -0.01, 0.03, 0.02, 0.00, 0.00, 0.01, 0.01, 0.30, -0.09, 0.02, 0.00, 0.01, 0.00, 0.05, 0.03, 0.00, 0.01, -0.01, 0.02, 0.07, -0.04, 0.03, 0.01, 0.01, 0.00, 0.00, 0.00, 0.00, 0.03, 0.00, 0.00, 0.00, 0.00, 0.00, 0.00, 0.00, 0.00, 0.00, -0.03, 0.00, 0.00, 0.00, 0.00, -0.06]
}